(1)
Density functional theory data (the ωB97M-V functional and the def2-TZVPD basis) for a molecular structure, C43H44BCsI2N4O8Se4Te.

LUMO ... 3.029 eV
Multiplicity ... 1
HOMO level ... -0.026 hartree
Kohn-Sham gap ... 3.74 eV
Energy above the lowest of the compared OMol25 structures with the same formula, charge and spin ... 18.6 kJ/mol
Total charge ... -2
E ... -13000.3178 Ha

Geometry (Å):
Cs -0.4065 0.9337 -1.2510
O -2.7273 4.1120 -3.6613
C -2.4175 3.2436 -2.6789
O -1.4036 3.4038 -2.0286
C -3.3859 2.1249 -2.5095
C -4.2013 1.7969 -3.5755
C -5.0173 0.6498 -3.3988
C -5.0061 -0.0259 -2.2271
C -4.1557 0.4193 -1.1306
N -3.3102 1.5025 -1.3365
C -4.1775 -0.2429 0.0499
O -5.0568 -1.2611 0.3391
O -3.3748 0.1701 1.1223
H -1.9389 4.6661 -3.7814
H -4.1628 2.3503 -4.4998
H -5.6401 0.2973 -4.2137
H -5.6105 -0.9114 -2.0876
H -4.5742 -2.1017 0.3434
C 3.4585 4.1421 -3.5334
O 4.0542 2.9894 -2.9235
C 3.1152 2.4810 -2.0803
N 1.9837 3.0502 -2.0363
C 1.9920 4.1209 -3.0356
C 1.0024 3.8863 -4.1546
C 0.6326 2.6027 -4.5378
C -0.2342 2.4030 -5.6039
C -0.7315 3.4938 -6.3046
C -0.3658 4.7812 -5.9316
C 0.4918 4.9762 -4.8549
C 3.5630 1.3100 -1.3010
C 4.8746 0.8533 -1.4002
C 5.2456 -0.2520 -0.6595
C 4.3132 -0.8630 0.1594
C 3.0304 -0.3256 0.1985
N 2.6662 0.7365 -0.5094
C 1.9957 -0.9778 1.0296
N 0.7417 -0.8633 0.9050
C 0.1277 -1.7518 1.8931
C 1.3299 -2.5403 2.4568
O 2.4682 -1.7824 2.0167
C -0.9601 -2.6360 1.3188
C -1.5990 -2.3590 0.1150
C -2.5644 -3.2211 -0.3903
C -2.9340 -4.3526 0.3212
C -2.3233 -4.6221 1.5400
C -1.3405 -3.7756 2.0257
H 3.5431 4.0431 -4.6147
H 4.0021 5.0272 -3.1973
H 1.7410 5.0674 -2.5486
H 1.0164 1.7374 -4.0076
H -0.5141 1.3844 -5.8496
H -1.4162 3.3450 -7.1303
H -0.7603 5.6362 -6.4687
H 0.7598 5.9839 -4.5527
H 5.5663 1.3506 -2.0650
H 6.2464 -0.6567 -0.7379
H 4.5413 -1.7566 0.7173
H -0.3182 -1.1240 2.6715
H 1.4012 -3.5392 2.0209
H 1.3543 -2.5907 3.5449
H -1.3746 -1.4771 -0.4631
H -3.0058 -2.9898 -1.3529
H -3.6811 -5.0295 -0.0749
H -2.6016 -5.5034 2.1060
H -0.8621 -4.0046 2.9727
I -0.7349 6.6760 -1.2736
C -0.0150 5.1533 0.0175
I 1.9102 5.5719 0.8201
H 0.0641 4.2231 -0.5309
H -0.7076 5.0755 0.8447
Se -0.7175 -1.1410 -4.3386
Se 1.0302 -2.7019 -4.2597
Se 1.3929 -2.4593 -1.9243
Se 3.0459 -3.8946 -1.1040
C 4.6740 1.4049 -5.2233
Te 3.1661 -0.1206 -4.9173
C 4.6420 -1.4985 -4.2359
H 5.4220 1.0620 -5.9375
H 5.1483 1.6705 -4.2797
H 4.1758 2.2850 -5.6325
H 5.2891 -0.9863 -3.5258
H 5.2216 -1.8852 -5.0715
H 4.1376 -2.3085 -3.7107
C 0.2327 -3.6506 7.3888
C -0.4729 -2.2904 7.3135
C 0.6045 -1.2037 7.3666
C -1.3879 -2.1311 8.5371
C -1.3241 -2.1874 6.0451
C -2.1634 -3.2410 5.6826
C -2.9822 -3.1975 4.5523
C -2.9418 -2.0561 3.7898
O -3.5948 -1.7768 2.6311
B -3.1207 -0.5047 2.2310
O -2.2366 0.0017 3.2180
C -2.1260 -0.9908 4.1449
C -1.3122 -1.0302 5.2532
H 0.8829 -3.6831 8.2667
H 0.8444 -3.8174 6.5005
H -0.4745 -4.4754 7.4735
H 1.2335 -1.3556 8.2463
H 0.1680 -0.2068 7.4413
H 1.2418 -1.2344 6.4811
H -0.8092 -2.2001 9.4629
H -2.1540 -2.9084 8.5488
H -1.8915 -1.1629 8.5132
H -2.1871 -4.1376 6.2883
H -3.6038 -4.0356 4.2679
H -0.6745 -0.1853 5.4707

(2)
Density functional theory data (the ωB97M-V functional and the def2-TZVPD basis) for a gas-phase ion, C4H10N3O2 (charge +1) in a non-equilibrium geometry.

LUMO (alpha / beta) ... -5.821 / -5.820 eV
Multiplicity ... 1
HOMO level (alpha / beta) ... -0.479 / -0.479 hartree
Kohn-Sham gap (alpha / beta) ... 7.22 / 7.22 eV
Energy above the lowest of the compared OMol25 structures with the same formula, charge and spin ... 376.8 kJ/mol
Total charge ... +1
E ... -472.7917 Ha

Geometry (Å):
C 0.0627 1.1389 1.1738
C -1.1684 -0.8796 0.4105
C -0.4190 1.9683 0.0253
C 0.8599 -1.9404 -0.4334
N -0.4717 -0.1126 1.3523
N -0.2310 -1.0365 -0.7467
N -0.0012 0.1399 -1.4528
O 0.9674 1.5667 1.9092
O 0.3397 2.9910 -0.3071
H -1.4467 -1.7625 0.8681
H -2.0263 -0.2055 0.1346
H -1.3065 1.6369 -0.3906
H 0.4519 -2.9768 -0.5108
H 1.6163 -1.7063 -1.1984
H 1.2610 -1.8121 0.5514
H -0.0635 -0.6471 2.0491
H -0.6687 0.3438 -2.1178
H 0.9683 0.3559 -1.5136
H 1.2757 2.9380 0.1968

(3)
Density functional theory data (the ωB97M-V functional and the def2-TZVPD basis) for a molecular structure, C19H28N2O5 in a non-equilibrium geometry.

LUMO ... 0.625 eV
Multiplicity ... 1
HOMO level ... -0.295 hartree
Kohn-Sham gap ... 8.64 eV
Energy above the lowest of the compared OMol25 structures with the same formula, charge and spin ... 1894.8 kJ/mol
E ... -1225.8772 Ha

Geometry (Å):
C 5.1897 -1.6660 3.3691
C 3.9851 -1.0472 2.4423
C 4.5354 0.0660 1.4351
N 3.5994 0.6283 0.6740
C 2.9408 1.8941 1.1839
O 3.2923 2.2522 2.1976
C 2.0500 2.1760 0.2555
H 2.1855 2.2685 -0.9980
H 1.9116 3.4701 0.2789
O 0.6326 1.7440 0.4432
C 0.1421 0.9535 -0.7223
O 0.6378 0.8473 -1.7202
C -1.2971 0.6722 0.1041
C -2.2114 -0.2855 -0.7452
C -3.2828 -0.2193 0.2725
C -2.8088 0.2576 1.4813
N -1.7259 0.8471 1.3681
H -1.1010 1.3803 1.9171
C -3.7224 0.5973 2.5713
H -2.9788 0.0845 3.5118
H -4.5431 0.1433 2.6558
H -3.6521 1.4919 2.8012
C -4.5027 -1.1331 0.0205
O -5.3067 -1.2816 0.9478
O -4.6603 -1.4635 -1.2721
C -5.9285 -2.4068 -1.3248
C -5.7977 -3.0230 -2.4798
H -5.6552 -2.2916 -3.5962
H -6.5832 -3.6911 -2.7957
H -4.9434 -3.8008 -2.6515
H -5.9766 -3.1128 -0.6179
H -6.6896 -1.5698 -1.2264
C -2.1591 -0.8434 -2.0658
H -2.2135 -1.8523 -1.8556
H -2.9455 -0.4418 -2.5609
H -1.2083 -0.6056 -2.6941
C 3.4421 0.0725 -0.6472
C 4.4169 0.2477 -1.6840
C 4.4572 -0.1956 -3.0785
C 3.8822 1.0559 -3.0110
H 4.1443 1.8571 -3.2461
H 2.8465 0.9267 -2.9997
H 5.4750 -0.2222 -3.4965
H 3.8537 -1.0504 -3.0350
H 5.3795 1.0326 -1.3982
H 2.2924 -0.1021 -0.8807
H 3.7025 -1.1711 -0.3315
H 5.3734 -0.3356 1.0788
H 5.0052 0.9940 2.0526
H 3.8700 -1.8597 1.7926
H 3.2974 -0.5724 2.9909
H 5.5991 -0.7455 3.9368
H 5.8450 -1.9448 2.6795
H 4.7643 -2.4515 4.0929

(4)
Density functional theory data (the ωB97M-V functional and the def2-TZVPD basis) for a single C3H8S2 molecule in a non-equilibrium geometry.

LUMO ... 0.812 eV
Multiplicity ... 1
HOMO level ... -0.303 hartree
Kohn-Sham gap ... 9.05 eV
Energy above the lowest of the compared OMol25 structures with the same formula, charge and spin ... 21.6 kJ/mol
E ... -915.4687 Ha
SMILES string ... CCSSC

Geometry (Å):
C -0.4150 -1.0446 -2.6411
C -0.8529 -0.9523 -1.1971
S -0.3425 0.6427 -0.5010
S -0.1287 0.1521 1.4890
C 1.5305 0.7230 1.8545
H 0.6669 -0.8895 -2.6806
H -0.8170 -0.3042 -3.3321
H -0.5791 -2.0303 -3.0816
H -1.9359 -1.0467 -1.0986
H -0.4034 -1.7682 -0.6331
H 1.8328 0.1468 2.7317
H 2.2307 0.4741 1.0614
H 1.6032 1.7783 2.0988

(5)
Density functional theory data (the ωB97M-V functional and the def2-TZVPD basis) for 4 unconnected molecules or ions with the total composition C30H25ClF24N4O5S2 in a non-equilibrium geometry.

LUMO ... -2.118 eV
Multiplicity ... 1
HOMO level ... -0.324 hartree
Kohn-Sham gap ... 6.69 eV
E ... -5405.9841 Ha
SMILES string ... CC[C@@H](Cl)c1c(S)c(CON=O)c(-c2ccncc2)c2nsnc12.FC(F)C(F)(F)COC(F)(F)C(F)F.FC(F)C(F)(F)COC(F)(F)C(F)F.FC(F)C(F)(F)COC(F)(F)C(F)F

Geometry (Å):
C 4.7957 -1.7286 3.9255
C 5.5549 -1.3241 2.5276
C 4.8413 -0.1212 1.6729
Cl 5.6579 -0.1485 -0.0295
C 3.2370 -0.3153 1.4001
C 2.4940 -1.6560 0.8191
S 3.4734 -3.1982 0.4064
C 0.8434 -1.6753 0.5500
C 0.0477 -2.9996 -0.0707
O -1.0778 -3.4510 0.7815
N -0.5692 -4.2210 1.7600
O -1.4502 -4.5319 2.5802
C -0.1181 -0.3437 0.8482
C -1.7391 -0.3047 0.5951
C -2.4691 -0.0496 -0.8764
C -4.0688 -0.0016 -1.1616
N -5.0343 -0.2421 -0.0519
C -4.4357 -0.5167 1.2850
C -2.8871 -0.5634 1.7853
C 0.5972 1.0316 1.4540
N -0.1681 2.3221 1.7646
S 1.1575 3.3736 2.3157
N 2.6086 2.3853 2.2047
C 2.2457 0.9958 1.7014
H 5.6264 -2.2056 4.6365
H 4.3212 -0.8304 4.5096
H 4.0405 -2.5985 3.6874
H 5.7826 -2.3031 1.8953
H 6.6297 -0.9126 2.8446
H 5.0125 0.9313 2.1821
H 2.8440 -3.7013 -0.7769
H -0.4399 -2.7523 -1.1318
H 0.7475 -3.9265 -0.2221
H -1.7513 0.1331 -1.8066
H -4.4759 0.1900 -2.2600
H -5.2314 -0.7438 2.1487
H -2.5668 -0.7824 2.9055
F -2.3722 -1.2755 -6.6104
C -3.3110 -1.6404 -7.5127
F -3.7702 -0.4868 -8.0682
C -4.4530 -2.4213 -6.8759
F -5.1321 -1.6641 -5.9731
F -5.3603 -2.7265 -7.8574
C -4.0408 -3.7454 -6.2138
O -3.8544 -3.7072 -4.7960
C -2.5675 -3.2702 -4.3607
F -1.7334 -3.2056 -5.4258
F -2.0878 -4.2687 -3.5706
C -2.6219 -1.9604 -3.5653
F -3.1523 -0.9499 -4.2989
F -1.3760 -1.5576 -3.1979
H -2.8260 -2.2172 -8.3040
H -4.8793 -4.4384 -6.3560
H -3.1999 -4.2281 -6.7266
H -3.2268 -2.0750 -2.6616
F -9.0559 0.8844 4.2750
C -9.5056 0.6755 5.5331
F -10.8014 1.0889 5.5451
C -8.6906 1.4340 6.5723
F -8.7909 2.7792 6.3996
F -9.2308 1.1797 7.8065
C -7.2056 1.0442 6.6399
O -6.2991 1.9007 5.9392
C -6.1474 1.6218 4.5479
F -6.7452 0.4409 4.2608
F -4.8152 1.4224 4.3559
C -6.6339 2.7694 3.6548
F -7.9470 3.0420 3.8596
F -6.5062 2.4542 2.3380
H -9.5005 -0.3995 5.7293
H -6.9067 1.1393 7.6912
H -7.0374 -0.0138 6.4046
H -6.0655 3.6837 3.8464
F 9.0101 1.2569 -1.9928
C 7.7057 1.5994 -2.0916
F 7.1361 0.6843 -2.9213
C 7.5173 3.0089 -2.6368
F 7.9899 3.1192 -3.9073
F 6.1716 3.2570 -2.7216
C 8.1289 4.1234 -1.7735
O 9.4118 4.6041 -2.1850
C 10.5267 3.8457 -1.7180
F 10.1044 2.9562 -0.7881
F 11.3212 4.7297 -1.0555
C 11.3179 3.1892 -2.8556
F 10.5442 2.3435 -3.5814
F 12.3501 2.4480 -2.3712
H 7.2420 1.4869 -1.1085
H 7.4697 4.9943 -1.8772
H 8.1016 3.8885 -0.7024
H 11.7248 3.9422 -3.5361

(6)
Density functional theory data (the ωB97M-V functional and the def2-TZVPD basis) for 2 unconnected molecules or ions with the total composition C3H3NO2 in a non-equilibrium geometry.

LUMO ... 0.215 eV
Multiplicity ... 1
HOMO level ... -0.378 hartree
Kohn-Sham gap ... 10.49 eV
Energy above the lowest of the compared OMol25 structures with the same formula, charge and spin ... 179.9 kJ/mol
E ... -321.3091 Ha

Geometry (Å):
O -1.5639 2.7649 0.6520
C -1.7729 1.6502 0.5971
C -0.4343 -1.2517 -0.4241
N 0.6340 -0.7690 -0.9104
C 1.4443 -0.0085 -0.0501
O 1.0412 0.8747 0.6683
H -0.7023 -1.1515 0.6329
H -1.1181 -1.7972 -1.0756
H 2.5145 -0.2651 -0.1367

Repeat the second record exactly.
Density functional theory data (the ωB97M-V functional and the def2-TZVPD basis) for a gas-phase ion, C4H10N3O2 (charge +1) in a non-equilibrium geometry.

LUMO (alpha / beta) ... -5.821 / -5.820 eV
Multiplicity ... 1
HOMO level (alpha / beta) ... -0.479 / -0.479 hartree
Kohn-Sham gap (alpha / beta) ... 7.22 / 7.22 eV
Energy above the lowest of the compared OMol25 structures with the same formula, charge and spin ... 376.8 kJ/mol
Total charge ... +1
E ... -472.7917 Ha

Geometry (Å):
C 0.0627 1.1389 1.1738
C -1.1684 -0.8796 0.4105
C -0.4190 1.9683 0.0253
C 0.8599 -1.9404 -0.4334
N -0.4717 -0.1126 1.3523
N -0.2310 -1.0365 -0.7467
N -0.0012 0.1399 -1.4528
O 0.9674 1.5667 1.9092
O 0.3397 2.9910 -0.3071
H -1.4467 -1.7625 0.8681
H -2.0263 -0.2055 0.1346
H -1.3065 1.6369 -0.3906
H 0.4519 -2.9768 -0.5108
H 1.6163 -1.7063 -1.1984
H 1.2610 -1.8121 0.5514
H -0.0635 -0.6471 2.0491
H -0.6687 0.3438 -2.1178
H 0.9683 0.3559 -1.5136
H 1.2757 2.9380 0.1968